Entry from the OMol25 dataset: a cluster of 7 separate species, C82H182O6P5 in total in a non-equilibrium geometry (ωB97M-V/def2-TZVPD).

**Energy above the lowest of the compared OMol25 structures with the same formula, charge and spin**: 0.0 kJ/mol
**Total charge**: +3
**Orbital gap**: 5.476 eV

Atoms and positions in Å:
C (-5.79269, 4.52119, -0.35365)
C (-6.35294, 3.39294, 0.50243)
C (-6.68986, 2.10819, -0.26069)
C (-7.11087, 0.94619, 0.68859)
P (-5.82043, -0.21991, 1.10659)
C (-4.76492, 0.65798, 2.29982)
C (-3.45818, -0.04105, 2.70093)
C (-2.54063, 0.93538, 3.44619)
C (-3.17489, 1.60973, 4.64568)
C (-4.82403, -0.91912, -0.25958)
C (-4.10242, -2.21517, 0.11525)
C (-2.69090, -2.35623, -0.40505)
C (-2.00500, -3.64114, -0.01391)
C (-6.59266, -1.55250, 2.07221)
C (-7.40774, -1.09764, 3.27592)
C (-8.72108, -1.86619, 3.43922)
C (-9.51567, -1.64162, 4.71485)
H (-4.87537, 4.20978, -0.86376)
H (-5.59447, 5.42158, 0.22248)
H (-6.45141, 4.79716, -1.17979)
H (-7.32203, 3.79297, 0.83052)
H (-5.83569, 3.28627, 1.46067)
H (-5.99385, 1.73481, -1.01559)
H (-7.56879, 2.45616, -0.80663)
H (-7.96130, 0.40706, 0.26526)
H (-7.44268, 1.46508, 1.58976)
H (-5.41519, 0.89597, 3.14363)
H (-4.45360, 1.63103, 1.90542)
H (-2.88964, -0.47245, 1.87592)
H (-3.67574, -0.89529, 3.35720)
H (-2.16054, 1.63191, 2.69164)
H (-1.62488, 0.45111, 3.80322)
H (-2.49768, 2.30657, 5.15015)
H (-3.69581, 0.95365, 5.33778)
H (-3.89713, 2.39662, 4.37832)
H (-4.04598, -0.17885, -0.47369)
H (-5.47718, -1.02864, -1.12609)
H (-4.73207, -3.08533, -0.12228)
H (-4.15716, -2.40442, 1.19858)
H (-2.12940, -1.46547, -0.09204)
H (-2.69797, -2.20644, -1.48974)
H (-1.95272, -3.83887, 1.06406)
H (-0.99676, -3.65983, -0.42226)
H (-2.55782, -4.54341, -0.29489)
H (-5.82899, -2.27905, 2.34929)
H (-7.15119, -2.06875, 1.27791)
H (-7.64613, -0.03170, 3.31002)
H (-6.77310, -1.20502, 4.16425)
H (-8.70947, -2.92161, 3.15818)
H (-9.31164, -1.45049, 2.60857)
H (-10.55380, -1.91834, 4.52630)
H (-9.36043, -0.65979, 5.15583)
H (-9.30326, -2.37739, 5.49908)
C (0.15890, -8.58430, 3.55721)
C (0.48043, -8.05253, 4.95876)
C (0.64605, -6.52898, 5.02973)
C (-0.72573, -5.81637, 5.17697)
P (-0.62097, -4.04287, 5.57348)
C (-2.20839, -3.47532, 6.28217)
C (-2.11097, -1.98442, 6.69567)
C (-3.36699, -1.39310, 7.31521)
C (-3.01567, -0.03343, 7.96496)
C (0.61044, -3.96183, 6.88318)
C (0.11059, -4.50989, 8.25216)
C (1.13768, -4.31857, 9.35298)
C (1.11253, -2.89979, 9.91041)
C (-0.14546, -3.07928, 4.09840)
C (1.33645, -3.19133, 3.70340)
C (1.51605, -2.57497, 2.31400)
C (2.86188, -1.84146, 2.13338)
H (-0.87121, -8.45914, 3.22787)
H (0.40169, -9.64578, 3.55016)
H (0.82591, -8.08989, 2.84748)
H (1.42379, -8.48521, 5.29710)
H (-0.24430, -8.41790, 5.69215)
H (1.09500, -6.21811, 4.08722)
H (1.30449, -6.31818, 5.86767)
H (-1.38642, -6.34440, 5.86290)
H (-1.13830, -5.88264, 4.16384)
H (-2.44037, -4.01557, 7.19634)
H (-2.91153, -3.63125, 5.45956)
H (-1.82814, -1.42631, 5.79880)
H (-1.27068, -1.93546, 7.39545)
H (-3.93602, -1.93410, 8.06845)
H (-4.04762, -1.19728, 6.47944)
H (-3.35135, -0.02658, 9.00199)
H (-3.55415, 0.77994, 7.48293)
H (-1.94824, 0.18470, 7.98071)
H (0.85900, -2.89770, 6.97918)
H (1.53101, -4.52384, 6.75702)
H (-0.17718, -5.55095, 8.05135)
H (-0.87444, -4.10592, 8.49847)
H (2.14849, -4.54671, 9.00263)
H (0.99494, -5.04185, 10.15600)
H (1.70119, -2.91707, 10.82876)
H (0.12699, -2.52823, 10.20367)
H (1.50359, -2.12511, 9.24768)
H (-0.33289, -2.02311, 4.29695)
H (-0.87580, -3.44364, 3.37126)
H (1.72318, -4.21090, 3.66053)
H (1.96117, -2.74807, 4.48261)
H (0.73651, -1.83953, 2.09253)
H (1.42187, -3.35019, 1.54986)
H (2.90907, -1.27916, 1.20284)
H (3.71023, -2.50839, 2.26850)
H (2.81239, -1.07522, 2.91575)
C (3.00249, -1.14543, -7.72037)
C (3.73622, 0.08093, -7.14990)
C (4.67410, -0.29065, -6.00464)
C (3.92015, -0.67982, -4.72284)
P (5.09233, -0.96586, -3.36396)
C (6.53153, -1.89053, -3.97009)
C (6.34315, -3.12592, -4.86983)
C (7.67186, -3.45794, -5.52984)
C (8.78118, -3.82180, -4.51562)
C (5.52465, 0.51284, -2.48190)
C (6.45866, 0.29733, -1.28338)
C (6.16121, 1.23127, -0.13321)
C (4.93120, 0.88222, 0.71936)
C (4.16980, -1.98691, -2.18285)
C (3.42088, -3.20293, -2.73781)
C (3.22076, -4.26396, -1.64461)
C (4.49021, -4.89268, -1.08671)
H (3.78145, -1.84468, -8.03449)
H (2.48377, -0.83765, -8.63317)
H (2.23577, -1.60099, -7.09565)
H (2.97129, 0.79929, -6.83137)
H (4.20681, 0.58829, -7.99225)
H (5.30038, 0.58371, -5.79613)
H (5.32562, -1.04998, -6.44213)
H (3.27558, -1.53784, -4.89317)
H (3.41546, 0.23332, -4.38447)
H (7.11046, -2.18589, -3.09344)
H (7.07535, -1.12182, -4.53204)
H (5.57442, -2.94183, -5.62599)
H (5.88041, -3.92763, -4.29001)
H (8.02780, -2.61232, -6.12112)
H (7.60567, -4.33151, -6.17763)
H (9.61188, -4.23645, -5.08220)
H (8.39715, -4.61199, -3.86483)
H (9.11063, -3.00059, -3.88267)
H (4.64709, 1.03130, -2.07608)
H (5.90603, 1.08849, -3.33622)
H (7.48722, 0.53720, -1.57774)
H (6.55588, -0.75168, -0.98923)
H (6.12532, 2.27652, -0.44245)
H (6.95961, 1.16022, 0.61256)
H (4.86376, 1.58931, 1.54968)
H (5.09760, -0.08632, 1.19636)
H (4.00907, 0.99160, 0.15188)
H (3.47740, -1.32387, -1.64970)
H (4.82907, -2.26898, -1.35243)
H (3.94763, -3.66572, -3.56880)
H (2.38929, -2.88459, -2.90776)
H (2.56422, -5.03417, -2.06975)
H (2.54128, -3.93306, -0.84980)
H (4.77736, -4.56620, -0.08337)
H (5.41759, -4.76868, -1.65286)
H (4.32426, -5.97001, -1.01957)
C (-3.19765, 6.92121, 5.27366)
C (-2.13310, 5.99986, 5.90713)
C (-0.76122, 6.19915, 5.29131)
C (-0.37261, 5.30184, 4.10984)
P (1.08230, 5.77966, 3.14799)
C (0.89235, 7.49261, 2.61378)
C (2.15415, 8.14269, 2.03610)
C (1.92052, 9.50597, 1.43698)
C (1.22342, 9.56910, 0.08295)
C (1.19478, 4.62743, 1.74322)
C (1.17959, 3.14890, 2.11956)
C (1.98496, 2.31599, 1.11947)
C (1.27186, 2.09945, -0.22701)
C (2.57874, 5.59361, 4.15783)
C (3.93563, 5.44025, 3.43730)
C (4.60309, 4.11208, 3.76002)
C (5.88937, 3.84132, 2.99030)
H (-3.09395, 7.86679, 5.82793)
H (-4.22769, 6.61399, 5.42342)
H (-2.98775, 7.34910, 4.29026)
H (-2.48184, 4.97291, 5.73685)
H (-2.18494, 6.15465, 6.98123)
H (-0.02471, 6.09167, 6.09649)
H (-0.60966, 7.24941, 5.02102)
H (-1.15338, 5.27908, 3.34124)
H (-0.21519, 4.31573, 4.55123)
H (0.67368, 7.97519, 3.57558)
H (-0.02620, 7.66254, 2.04840)
H (2.72725, 7.50676, 1.35042)
H (2.88700, 8.18315, 2.85141)
H (2.83229, 10.11586, 1.45744)
H (1.39449, 10.18208, 2.12961)
H (1.72119, 8.96691, -0.67880)
H (1.18395, 10.57599, -0.32533)
H (0.20892, 9.19374, 0.23634)
H (2.13399, 4.92253, 1.27180)
H (0.32490, 4.84372, 1.12167)
H (0.16545, 2.73484, 2.16433)
H (1.56614, 2.89986, 3.11691)
H (2.19111, 1.31174, 1.48564)
H (2.87424, 2.88663, 0.84529)
H (1.96278, 1.53182, -0.84803)
H (0.79715, 2.97519, -0.66816)
H (0.39580, 1.43037, -0.16856)
H (2.43426, 4.75239, 4.84053)
H (2.56533, 6.46978, 4.81406)
H (4.55644, 6.23493, 3.85978)
H (3.95578, 5.61507, 2.36104)
H (3.90258, 3.29520, 3.53889)
H (4.82665, 3.97168, 4.82106)
H (6.73111, 4.45644, 3.31397)
H (5.79025, 3.98700, 1.91222)
H (6.22364, 2.81396, 3.14541)
C (1.28297, -4.90029, -5.56206)
C (-0.04272, -4.10714, -5.35526)
C (-0.00355, -2.68870, -5.88780)
C (-1.41390, -2.10133, -5.96051)
P (-1.49145, -0.28037, -6.03116)
C (0.14434, 0.55668, -6.02623)
C (0.02306, 2.02548, -5.56582)
C (1.20233, 2.85516, -5.98937)
C (1.42727, 3.09947, -7.49145)
C (-2.58742, 0.47581, -4.81228)
C (-4.05990, 0.04150, -5.01535)
C (-4.95303, 0.72558, -3.99006)
C (-6.41509, 0.29865, -4.14987)
C (-2.16673, 0.08929, -7.67984)
C (-1.22817, -0.30098, -8.83874)
C (-2.07114, -0.54652, -10.08234)
C (-1.23509, -0.87079, -11.33085)
H (1.88143, -4.94190, -4.64513)
H (1.89717, -4.29772, -6.23737)
H (1.20023, -5.91597, -5.93368)
H (-0.46244, -4.17479, -4.35197)
H (-0.64603, -4.77991, -5.97980)
H (0.58598, -2.64864, -6.80540)
H (0.59718, -2.07399, -5.20518)
H (-2.01842, -2.33366, -5.07893)
H (-1.91773, -2.55812, -6.81464)
H (0.62802, 0.42799, -6.99336)
H (0.66860, -0.02174, -5.25762)
H (-0.02373, 2.00774, -4.47698)
H (-0.87637, 2.49681, -5.97611)
H (2.17426, 2.57689, -5.55783)
H (1.19282, 3.84940, -5.52296)
H (2.15984, 3.89254, -7.62312)
H (0.50844, 3.45763, -7.96203)
H (1.80103, 2.16672, -7.92185)
H (-2.54474, 1.53892, -5.06923)
H (-2.28217, 0.36048, -3.77358)
H (-4.07474, -1.02931, -4.77552)
H (-4.36439, 0.15545, -6.05227)
H (-4.88662, 1.81001, -4.10617)
H (-4.69616, 0.46485, -2.96217)
H (-6.47599, -0.79984, -4.15588)
H (-6.92814, 0.55136, -5.07568)
H (-6.99381, 0.56240, -3.26163)
H (-2.34856, 1.17139, -7.66128)
H (-3.15784, -0.32791, -7.86364)
H (-0.75818, -1.27192, -8.64974)
H (-0.49522, 0.48592, -9.00461)
H (-2.73476, 0.29665, -10.31055)
H (-2.81443, -1.34342, -9.96635)
H (-0.50935, -1.64639, -11.07189)
H (-0.63296, -0.00141, -11.59523)
H (-1.87450, -1.21294, -12.13769)
O (0.90434, -1.30508, -1.05287)
C (0.57868, -0.58407, -2.22030)
O (1.39806, 0.15362, -2.76047)
O (-0.60457, -0.77590, -2.61844)
H (0.03972, -1.75463, -1.12646)
O (1.00434, 3.13166, -2.71428)
C (2.25168, 3.67982, -2.66281)
O (2.45967, 4.87956, -2.90873)
O (3.23659, 2.86694, -2.48842)
H (1.16180, 2.19780, -2.54773)